1.
# C9H14S

A 2-piece molecular cluster, C9H14S overall (wB97M-V/def2-TZVPD, OMol25).

## Properties
frontier orbital gap	9.381	eV
energy above the lowest of the compared OMol25 structures with the same formula, charge and spin	164.6	kJ/mol

Structure (XYZ):
```
24
Properties=species:S:1:pos:R:3:forces:R:3:nbo_charge:R:1
C 0.567 -1.596 0.477 -2.8 0.2 -1.5 -0.64
C 0.327 -0.419 1.395 3.7 0.9 -0.3 -0.02
C 1.541 -0.077 2.170 -1.6 -0.8 0.2 -0.19
C 1.554 1.041 3.005 -1.4 -1.3 -2.5 -0.22
C 0.462 1.868 2.837 -1.6 0.6 0.4 -0.21
C -0.715 1.611 2.118 2.2 -1.3 -0.6 -0.20
C -0.735 0.469 1.300 -0.5 -1.0 1.0 -0.22
H 0.793 -1.388 -0.589 1.0 0.7 0.9 0.22
H -0.372 -2.138 0.176 0.5 0.0 1.3 0.21
H 1.281 -2.214 0.940 0.8 -1.1 0.1 0.22
H 2.399 -0.783 2.209 -0.8 0.4 -0.2 0.21
H 2.347 1.225 3.665 0.9 0.5 0.7 0.22
H 0.385 2.779 3.360 0.3 1.0 0.9 0.20
H -1.479 2.335 2.178 -0.9 0.5 -0.2 0.21
H -1.605 0.072 0.754 0.2 0.8 0.1 0.21
C -1.286 -1.623 -2.537 5.5 -0.1 -1.6 -0.70
S -0.714 -0.703 -4.026 -0.5 0.2 0.7 0.16
C -0.303 0.910 -3.273 0.7 1.2 -2.5 -0.75
H -1.155 -2.682 -2.760 -0.1 0.1 0.3 0.23
H -0.602 -1.242 -1.762 0.1 -0.9 -0.4 0.20
H -2.137 -1.365 -2.132 -5.2 1.1 1.2 0.19
H -0.246 0.970 -2.224 0.1 -0.5 1.4 0.22
H -1.000 1.714 -3.581 0.1 -0.6 0.1 0.22
H 0.692 1.235 -3.699 -0.9 -0.5 0.6 0.23
```
Forces are in eV/Å.

2.
# C2H9NPS

An isolated ion of composition C2H9NPS and charge +1 (wB97M-V/def2-TZVPD, OMol25).

## Properties
total charge	+1
frontier orbital gap	9.617	eV
energy above the lowest of the compared OMol25 structures with the same formula, charge and spin	60.5	kJ/mol

Structure (XYZ):
```
14
Properties=species:S:1:pos:R:3:forces:R:3:nbo_charge:R:1
C 1.101 0.296 -0.971 -1.8 0.4 -1.6 -0.65
C 0.469 0.559 0.366 0.6 -2.0 -0.9 -0.31
N 0.414 -0.936 0.932 1.6 2.6 -0.9 -0.70
P -1.327 1.194 0.457 -0.8 -0.9 -1.4 0.47
S -2.549 -0.470 -0.690 1.8 1.6 1.4 -0.27
H 0.477 -0.516 -1.380 0.2 0.4 -0.6 0.21
H 2.095 -0.077 -1.015 1.1 -0.1 0.6 0.24
H 1.032 1.152 -1.657 0.0 -0.3 0.3 0.26
H 1.191 1.045 0.997 -0.2 0.7 0.7 0.25
H 0.029 -1.501 0.181 -0.5 -0.4 0.4 0.46
H 1.355 -1.197 1.220 0.0 -0.4 -0.2 0.44
H -0.103 -0.736 1.731 -1.7 -1.1 2.0 0.43
H -1.253 2.004 -0.714 0.2 -0.1 0.4 0.02
H -2.930 -0.815 0.543 -0.4 -0.3 -0.1 0.14
```
Forces are in eV/Å.

3.
# C18H10BrF5MnN2O

C18H10BrF5MnN2O as an isolated structure (wB97M-V/def2-TZVPD, OMol25).

## Properties
frontier orbital gap (spin up / spin down)	6.535 / 6.017	eV
spin multiplicity	2

Structure (XYZ):
```
38
Properties=species:S:1:pos:R:3:forces:R:3:lowdin_spin:R:1
Mn 0.080 -1.043 0.188 -2.1 -0.9 -0.1 1.02
Br 5.951 3.429 0.018 0.0 -0.1 0.0 0.00
C 4.641 2.055 0.056 -0.3 0.6 0.0 0.00
C 5.048 0.712 0.112 -0.3 -0.6 0.0 0.00
C 4.108 -0.285 0.166 0.8 0.2 0.0 0.00
C 2.731 0.020 0.169 -1.2 0.1 0.0 0.00
O 1.862 -0.911 0.248 3.4 -0.2 0.2 0.01
C 2.325 1.395 0.077 0.1 -0.3 0.0 0.00
C 0.970 1.758 0.044 -0.2 -0.1 0.0 -0.01
N -0.050 0.922 0.071 0.6 0.1 -0.2 0.00
C -1.371 1.394 0.033 -0.5 0.5 0.0 0.00
C -1.797 2.710 -0.019 0.5 -0.6 0.0 0.00
C -3.163 3.015 -0.032 -0.5 0.0 0.0 0.00
C -4.117 2.033 0.000 0.1 0.3 0.0 0.00
C -3.727 0.681 0.054 0.4 -0.1 0.0 0.00
C -4.640 -0.391 0.100 0.1 -0.3 0.0 -0.01
C -4.155 -1.667 0.181 -0.5 0.2 0.0 0.00
C -2.776 -1.891 0.206 0.5 0.2 0.0 -0.01
N -1.879 -0.917 0.144 -1.1 -0.4 0.1 0.00
C -2.350 0.366 0.075 -0.2 0.2 0.0 0.00
C 3.320 2.398 0.032 0.3 0.1 0.0 0.00
H 6.101 0.469 0.113 0.0 0.0 0.0 0.00
H 4.399 -1.326 0.208 0.0 0.0 0.0 0.00
H 0.764 2.824 -0.003 0.1 0.1 0.0 0.00
H -1.084 3.520 -0.053 0.0 0.0 0.0 0.00
H -3.467 4.053 -0.065 0.0 0.0 0.0 0.00
H -5.171 2.280 -0.011 0.0 0.0 0.0 0.00
H -5.704 -0.190 0.071 0.0 0.0 0.0 0.00
H -4.823 -2.516 0.226 0.0 0.0 0.0 0.00
H -2.392 -2.897 0.271 0.0 0.0 0.0 0.00
H 3.026 3.439 -0.026 0.0 0.0 0.0 0.00
F -0.030 -3.011 1.026 0.1 0.0 0.0 0.01
C 0.268 -2.996 -0.402 0.0 0.7 0.1 -0.01
F -0.665 -3.806 -0.972 0.0 0.2 0.0 0.00
C 1.618 -3.730 -0.535 0.2 0.0 0.1 0.00
F 1.465 -5.057 -0.691 0.0 0.0 0.0 0.00
F 2.402 -3.554 0.538 -0.1 0.0 -0.2 0.00
F 2.280 -3.284 -1.617 -0.1 0.0 0.1 0.00
```
Forces are in eV/Å.

4.
# C5H12NS

A 2-piece molecular cluster, C5H12NS overall (wB97M-V/def2-TZVPD, OMol25).

## Properties
total charge	-1
frontier orbital gap	6.488	eV
energy above the lowest of the compared OMol25 structures with the same formula, charge and spin	311.9	kJ/mol

Structure (XYZ):
```
19
Properties=species:S:1:pos:R:3:forces:R:3:nbo_charge:R:1
C 2.124 -0.111 0.672 2.0 0.3 -1.0 -0.22
N 1.274 0.171 -0.539 0.0 -0.9 1.8 -0.73
C 0.156 0.219 0.121 -1.3 0.3 -0.8 0.43
C -0.835 -0.861 0.389 -0.9 -0.2 -0.2 -0.67
S -2.497 -0.314 0.938 0.3 0.1 0.1 -0.70
C -1.357 1.142 -2.431 0.0 1.3 0.5 -0.87
C 3.608 -0.123 0.253 -0.5 0.6 -0.1 -0.58
H 2.088 0.646 1.474 -0.5 -0.1 0.1 0.16
H 1.975 -1.104 1.108 -0.6 0.0 0.1 0.16
H -1.878 1.757 -1.690 -0.6 -0.5 0.0 0.23
H -0.275 1.158 0.543 0.5 0.2 0.4 0.13
H -0.995 -1.490 -0.488 0.6 -0.1 -0.1 0.23
H -0.356 -1.493 1.150 0.1 0.0 0.0 0.23
H -1.768 0.146 -2.527 -0.1 0.0 0.2 0.22
H -0.354 1.159 -2.016 0.3 -0.4 -0.7 0.23
H -1.429 1.718 -3.354 0.3 -0.3 -0.2 0.19
H 3.778 -0.775 -0.602 0.0 -0.2 0.2 0.20
H 3.885 0.885 -0.061 0.1 0.0 0.0 0.19
H 4.193 -0.402 1.131 0.3 -0.1 -0.2 0.18
```
Forces are in eV/Å.

5.
# C8H30O9

A 10-piece molecular cluster, C8H30O9 overall (wB97M-V/def2-TZVPD, OMol25).

## Properties
frontier orbital gap	9.346	eV
energy above the lowest of the compared OMol25 structures with the same formula, charge and spin	188.2	kJ/mol

Structure (XYZ):
```
47
Properties=species:S:1:pos:R:3:forces:R:3:nbo_charge:R:1
C 0.761 -2.800 -1.061 0.2 0.6 0.2 -0.36
C -0.207 -2.292 -0.307 -0.1 -1.7 -1.2 -0.23
C -0.085 -1.204 0.609 -2.2 2.8 3.2 -0.05
C 0.547 -1.065 1.784 3.2 -2.5 -1.2 -0.21
C 1.735 -2.017 2.051 -0.7 -0.2 1.2 -0.65
C -1.237 -0.223 0.468 -0.5 0.4 -2.6 -0.01
C -1.141 0.808 -0.387 0.2 -0.4 0.7 -0.38
C -2.543 -0.675 1.044 -0.1 -1.7 0.7 -0.67
H 1.737 -2.347 -0.940 0.2 -0.2 -0.4 0.20
H 0.610 -3.554 -1.822 0.0 0.0 0.2 0.21
H -1.227 -2.690 -0.420 0.3 0.3 0.0 0.21
H 0.541 -0.262 2.498 -0.9 0.7 -0.2 0.22
H 1.893 -2.744 1.286 0.1 -0.1 -0.9 0.23
H 2.658 -1.477 2.223 0.3 0.1 0.0 0.20
H 1.616 -2.676 2.934 -0.1 0.6 -0.1 0.19
H -0.211 1.225 -0.719 0.4 -0.4 -0.2 0.21
H -1.985 1.323 -0.792 -0.7 0.4 0.5 0.20
H -3.450 -0.080 0.972 0.6 0.9 0.4 0.23
H -2.949 -1.627 0.672 0.6 -0.2 -0.6 0.20
H -2.280 -1.024 2.057 -0.6 0.7 0.2 0.23
O 1.204 2.791 0.391 1.4 0.1 1.1 -0.96
H 1.115 2.840 1.354 -1.3 0.1 0.0 0.48
H 2.161 2.611 0.490 0.0 -0.3 -1.2 0.49
O -0.635 2.391 3.591 0.3 -0.4 0.3 -0.95
H -1.071 3.040 3.045 -0.3 0.2 -0.2 0.47
H -1.255 2.164 4.296 0.1 0.1 -0.2 0.48
O 3.384 0.745 0.543 0.1 -0.4 0.1 -0.97
H 2.907 0.162 1.149 0.0 0.2 -0.2 0.47
H 3.699 0.145 -0.154 -0.1 0.4 -0.1 0.50
O -1.422 2.798 -3.101 0.0 0.6 -0.1 -0.96
H -2.176 2.328 -2.727 0.1 -0.1 -0.2 0.48
H -1.296 2.443 -3.989 -0.2 -0.3 0.2 0.48
O 1.470 1.833 -2.535 0.2 0.6 0.3 -0.98
H 1.013 2.458 -3.110 -0.2 -0.2 0.0 0.51
H 1.404 2.249 -1.664 0.0 0.0 0.2 0.51
O -0.346 0.136 -3.600 0.2 -0.1 -0.5 -0.97
H -1.047 -0.412 -3.246 0.1 -0.1 0.3 0.47
H 0.317 0.294 -2.908 -0.5 0.0 -0.1 0.49
O 3.234 -0.216 -2.318 -0.4 0.3 -0.2 -0.98
H 2.445 0.368 -2.320 0.5 -0.3 0.2 0.49
H 3.625 0.084 -3.147 0.3 -0.3 0.1 0.47
O -0.402 -2.194 4.581 -0.1 0.3 -0.2 -0.93
H 0.271 -2.832 4.346 0.1 -0.4 0.2 0.46
H -0.320 -1.567 3.850 -0.3 0.0 0.2 0.47
O -4.069 0.481 -1.697 0.3 0.2 -0.1 -0.96
H -4.042 -0.353 -1.212 -0.2 0.2 -0.2 0.48
H -4.950 0.612 -2.056 -0.1 -0.3 0.1 0.48
```
Forces are in eV/Å.

6.
# C5H11NO

A 2-piece molecular cluster, C5H11NO overall (wB97M-V/def2-TZVPD, OMol25).

## Properties
frontier orbital gap	7.557	eV
energy above the lowest of the compared OMol25 structures with the same formula, charge and spin	496.7	kJ/mol

Structure (XYZ):
```
18
Properties=species:S:1:pos:R:3:forces:R:3:nbo_charge:R:1
C -2.579 1.982 0.507 0.7 0.3 0.3 -0.47
C -1.779 0.868 0.542 -1.3 -1.1 0.2 -0.16
C -0.340 0.711 0.600 1.6 -2.1 2.0 -0.42
C 0.138 -0.388 1.336 -1.2 0.3 -1.3 0.09
N 1.385 -0.876 1.641 -1.3 2.1 -0.5 -0.58
C 2.611 -0.359 1.130 0.8 0.7 -2.8 -0.42
H -3.294 2.135 -0.291 -1.3 -1.0 0.8 0.20
H -2.554 2.838 1.212 1.4 0.0 -1.1 0.20
H -2.288 -0.164 0.609 0.2 1.3 -1.4 0.16
H 0.253 0.971 -0.248 0.5 1.5 0.0 0.21
H -0.739 -1.036 1.473 0.7 -0.2 1.4 0.19
H 1.537 -1.717 2.124 -0.7 -1.0 0.6 0.39
H 2.602 0.693 0.628 -0.4 -1.8 1.4 0.22
H 3.435 -0.467 1.815 0.1 0.4 0.6 0.21
H 2.885 -1.054 0.306 0.2 0.6 0.0 0.19
O -0.583 -1.690 -4.384 0.6 -1.0 2.1 -0.95
H -0.742 -1.238 -5.183 0.0 1.1 -1.2 0.47
H 0.052 -1.209 -3.816 -0.7 -0.2 -0.9 0.48
```
Forces are in eV/Å.

no.,E_tot (eV),strongest force on any atom (eV/A)
1,-20393.58003,5.69
2,-23826.43819,3.20
3,-138804.94307,3.37
4,-17702.55825,2.27
5,-27207.79533,4.79
6,-8896.54990,3.33